i.
Computed, not measured: a 2-piece molecular cluster, C4H9NO2S overall, with the ωB97M-V functional and the def2-TZVPD basis.

Geometry as ORCA input:
```
! wB97M-V def2-TZVPD RIJCOSX def2/J DEFGRID3
* xyz 0 1
C -1.09 -1.20 0.92
C 0.88 0.15 1.46
C -0.36 0.04 0.69
C 0.42 0.03 -1.43
N 0.57 1.38 -1.37
O 1.60 1.79 -0.85
O -0.27 2.17 -1.75
S -0.88 -0.66 -2.49
H -0.40 -2.11 1.14
H -1.65 -1.54 0.06
H -1.60 -1.01 1.77
H 1.55 0.96 1.25
H 0.63 0.08 2.47
H 1.45 -0.89 1.37
H -0.99 0.81 0.61
H 1.29 -0.57 -1.03
H -1.14 0.57 -2.82
*
```

The frontier orbital gap (alpha / beta) comes out at 8.1529 / 8.1517 eV.

Here are the Löwdin charges for atoms 1 to 8, given in e: -0.103 -0.093 -0.207 -0.439 -0.532 0.013 0.008 0.797



ii.
Computed, not measured: one molecule with the formula C4H9NO2S, with the ωB97M-V functional and the def2-TZVPD basis.

Geometry as ORCA input:
```
! wB97M-V def2-TZVPD RIJCOSX def2/J DEFGRID3
* xyz 0 1
C 1.27 1.16 0.98
C -0.03 -1.35 -1.38
C -1.06 0.77 -0.69
C 0.85 -0.26 0.43
N 0.17 -0.09 -0.79
O 0.60 1.49 2.02
O 2.03 1.89 0.45
S -0.14 -1.22 1.68
H 0.81 -1.70 -1.93
H -0.35 -1.97 -0.58
H -0.88 -1.33 -2.11
H -0.69 1.75 -0.46
H -1.41 0.64 -1.80
H -1.75 0.32 0.01
H 1.89 -0.75 0.20
H -0.13 0.82 2.23
H -1.16 -0.15 1.74
*
```

The frontier orbital gap comes out at 9.4158 eV. The structure (SMILES) is CN(C)[C@H](S)C(=O)O.

Here are the Löwdin charges for atoms 1 to 8, given in e: -0.629 -0.135 -0.034 -0.553 -0.299 0.078 0.147 0.805



In eV, relative to the most stable structure: i 4.234; ii 0.000.



i.
Computed, not measured: one molecule with the formula C4H5FS2, with the ωB97M-V functional and the def2-TZVPD basis.

Geometry as ORCA input:
```
! wB97M-V def2-TZVPD RIJCOSX def2/J DEFGRID3
* xyz 0 1
C 0.24 1.41 0.04
C -0.94 0.63 -0.20
C -0.94 -0.79 0.08
C 0.11 -1.68 0.35
H 2.11 0.09 -0.74
H 0.38 0.86 1.00
H -0.06 2.33 0.05
H -1.88 -1.50 0.05
H -0.23 -2.86 0.86
F 1.63 -1.30 0.40
S 1.84 1.35 -0.88
S -2.26 1.47 -1.02
*
```

The frontier orbital gap comes out at 7.1746 eV. The structure (SMILES) is F/C=C\C(=S)CS.

Here are the Löwdin charges for atoms 1 to 8, given in e: -0.587 -0.756 -0.168 0.034 -0.201 0.105 -0.017 0.141



ii.
Computed, not measured: one molecule with the formula C4H5FS2, with the ωB97M-V functional and the def2-TZVPD basis.

Geometry as ORCA input:
```
! wB97M-V def2-TZVPD RIJCOSX def2/J DEFGRID3
* xyz 0 1
C 2.55 -0.02 -0.50
C -0.17 -0.15 0.07
C -1.47 0.54 0.15
C -2.65 0.02 0.51
H 2.44 -0.86 -1.19
H 2.75 -0.40 0.50
H 3.32 0.65 -0.82
H -1.51 1.58 -0.09
H -3.56 0.62 0.53
F -2.85 -1.22 0.89
S 1.06 0.98 -0.47
S 0.10 -1.72 0.43
*
```

The frontier orbital gap comes out at 8.0952 eV. The structure (SMILES) is CSC(=S)/C=C\F.

Here are the Löwdin charges for atoms 1 to 8, given in e: -0.430 -1.098 -0.209 -0.158 0.034 0.031 0.023 0.081



In eV, relative to the most stable structure: i 3.768; ii 0.000.



i.
Computed, not measured: a 2-piece molecular cluster, C3H4NO3 overall, with the ωB97M-V functional and the def2-TZVPD basis.

Geometry as ORCA input:
```
! wB97M-V def2-TZVPD RIJCOSX def2/J DEFGRID3
* xyz -1 3
C -0.59 -0.51 -0.92
C 0.44 0.15 -0.24
C -1.04 -0.24 -2.24
N 1.01 0.89 0.48
O 1.98 1.55 0.86
O -1.86 -0.95 -2.86
O 0.26 -0.06 3.00
H -0.81 -1.50 -0.51
H -0.69 0.62 -2.77
H 0.20 -0.50 2.14
H 1.10 0.53 3.07
*
```

The frontier orbital gap (alpha / beta) comes out at 4.5234 / 7.6447 eV.

Here are the Löwdin charges for atoms 1 to 8, given in e: -0.094 -0.175 -0.414 -0.206 -0.089 -0.121 -0.129 0.093



ii.
Computed, not measured: an isolated ion of composition C3H4NO3 and charge -1, with the ωB97M-V functional and the def2-TZVPD basis.

Geometry as ORCA input:
```
! wB97M-V def2-TZVPD RIJCOSX def2/J DEFGRID3
* xyz -1 3
C -0.48 -1.01 -0.31
C -1.74 -0.91 -0.11
C 0.34 0.15 -0.88
N -1.72 1.39 -0.60
O -1.81 1.79 0.84
O -0.34 1.40 -0.86
O -2.89 -1.28 0.17
H 0.10 -1.97 0.08
H 1.22 0.40 -0.37
H 0.65 -0.04 -2.02
H -2.52 1.35 1.19
*
```

The frontier orbital gap (alpha / beta) comes out at 4.1498 / 6.8570 eV.

Here are the Löwdin charges for atoms 1 to 8, given in e: -0.240 -0.449 -0.279 0.067 -0.058 -0.191 -0.101 0.060



In eV, relative to the most stable structure: i 0.000; ii 2.072.



i.
Computed, not measured: one molecule with the formula C4H10N4, with the ωB97M-V functional and the def2-TZVPD basis.

Geometry as ORCA input:
```
! wB97M-V def2-TZVPD RIJCOSX def2/J DEFGRID3
* xyz 0 1
C -1.54 -1.10 -0.82
C 1.42 -1.16 0.92
N 0.68 2.16 -0.22
N -0.26 2.16 -1.09
C -0.91 -0.15 0.15
C 0.77 -0.09 0.06
N 1.19 1.19 0.46
N -1.56 0.27 1.13
H 0.88 3.07 0.19
H -0.26 1.32 -1.66
H -1.05 0.93 1.72
H 0.95 -0.28 -1.01
H -1.04 -2.07 -0.77
H -1.44 -0.73 -1.85
H -2.59 -1.23 -0.59
H 2.51 -1.13 0.80
H 1.18 -0.99 1.96
H 1.07 -2.15 0.63
*
```

The frontier orbital gap comes out at 9.5188 eV.

Here are the Löwdin charges for atoms 1 to 8, given in e: -0.057 -0.060 -0.181 0.078 -0.405 -0.369 0.023 0.143



ii.
Computed, not measured: one molecule with the formula C4H10N4, with the ωB97M-V functional and the def2-TZVPD basis.

Geometry as ORCA input:
```
! wB97M-V def2-TZVPD RIJCOSX def2/J DEFGRID3
* xyz 0 1
C 2.04 -1.47 1.21
C 0.27 -0.13 0.21
C -2.05 0.84 0.04
C -1.08 1.94 -0.23
H 1.54 -2.44 1.02
H 2.57 -1.55 2.17
H 2.75 -1.29 0.42
H 0.68 -0.16 2.18
H -0.66 -1.17 -2.39
H 0.36 0.02 -2.66
H -2.29 0.22 -0.82
H -2.84 0.99 0.77
H -0.72 1.94 -1.25
H -1.14 2.90 0.31
N 1.11 -0.37 1.28
N 0.49 -0.77 -0.89
N -0.33 -0.31 -1.98
N -0.72 0.81 0.60
*
```

The frontier orbital gap comes out at 9.5346 eV. The structure (SMILES) is CN/C(=N/N)N1CC1.

Here are the Löwdin charges for atoms 1 to 8, given in e: -0.124 -0.406 -0.141 -0.127 0.079 0.078 0.070 0.134



iii.
Computed, not measured: a 3-piece molecular cluster, C4H10N4 overall, with the ωB97M-V functional and the def2-TZVPD basis.

Geometry as ORCA input:
```
! wB97M-V def2-TZVPD RIJCOSX def2/J DEFGRID3
* xyz 0 1
C -3.00 -0.29 0.08
C -1.66 -0.83 0.23
N -0.91 -1.73 0.41
H 0.50 -1.31 0.09
H -0.62 0.52 0.05
H -3.74 -1.05 0.33
H -3.13 0.57 0.73
H -3.14 0.04 -0.95
C 1.52 -0.68 -0.33
N 2.58 -0.65 0.54
C 0.24 1.25 0.43
N 1.52 -0.48 -1.58
N 0.69 2.26 -0.17
H 2.40 -0.69 1.52
H 3.41 -0.14 0.28
H 2.42 -0.19 -1.97
H 0.62 2.20 -1.19
H 0.30 1.21 1.52
*
```

The frontier orbital gap comes out at 9.3085 eV. The structure (SMILES) is [H]/N=C\N.CC#N.C=N.

Here are the Löwdin charges for atoms 1 to 8, given in e: -0.049 -0.276 0.149 0.066 0.046 0.091 0.087 0.094



In eV, relative to the most stable structure: i 0.736; ii 0.000; iii 1.298.



i.
Computed, not measured: a 2-piece molecular cluster, C4H10N4 overall, with the ωB97M-V functional and the def2-TZVPD basis.

Geometry as ORCA input:
```
! wB97M-V def2-TZVPD RIJCOSX def2/J DEFGRID3
* xyz 0 1
C 0.24 0.04 2.52
C 0.64 1.23 0.50
N 1.89 0.72 0.28
N 0.27 2.25 -0.34
N -0.23 0.77 1.36
H 2.22 0.78 -0.67
H 2.10 -0.15 0.74
H -0.66 2.59 -0.17
H 0.43 2.04 -1.32
H 0.47 -1.01 2.28
H 1.14 0.47 2.96
H -0.53 0.10 3.29
C -1.69 -1.95 -1.92
C -0.68 -0.99 -1.52
N 0.21 -0.30 -1.82
H -2.64 -1.45 -2.10
H -1.78 -2.74 -1.18
H -1.39 -2.40 -2.87
*
```

The frontier orbital gap comes out at 8.6122 eV. The structure (SMILES) is CN=C(N)N.CC#N.

Here are the Löwdin charges for atoms 1 to 8, given in e: -0.186 -0.625 0.123 0.103 -0.025 0.076 0.080 0.087



ii.
Computed, not measured: a 2-piece molecular cluster, C4H10N4 overall, with the ωB97M-V functional and the def2-TZVPD basis.

Geometry as ORCA input:
```
! wB97M-V def2-TZVPD RIJCOSX def2/J DEFGRID3
* xyz 0 1
C -1.21 0.63 0.01
C 0.31 -0.72 0.46
C 0.64 -1.44 -0.76
N -0.67 1.76 -0.60
C 1.50 0.37 2.13
N -1.94 -0.28 -0.71
N 1.26 0.21 0.89
N -1.69 -0.47 -1.95
H -1.65 0.83 0.99
H -0.21 -1.30 1.24
H 0.04 1.57 -1.30
H -0.29 2.42 0.06
H -1.22 0.35 -2.38
H -0.30 -1.45 -1.48
H 1.38 -0.94 -1.38
H 0.88 -2.49 -0.59
H 0.99 -0.20 2.92
H 2.17 1.16 2.44
*
```

The frontier orbital gap comes out at 8.6241 eV.

Here are the Löwdin charges for atoms 1 to 8, given in e: -0.329 -0.284 -0.096 0.057 -0.037 -0.101 -0.043 0.018



iii.
Computed, not measured: a 3-piece molecular cluster, C4H10N4 overall, with the ωB97M-V functional and the def2-TZVPD basis.

Geometry as ORCA input:
```
! wB97M-V def2-TZVPD RIJCOSX def2/J DEFGRID3
* xyz 0 1
C -0.85 0.02 -0.55
N -0.07 -0.13 -2.47
C -0.48 0.45 1.85
C 0.35 0.53 -0.16
N 0.19 -1.46 -2.79
N 0.33 -0.28 2.67
C 1.54 1.04 -0.27
N -1.54 1.06 2.12
H -0.95 0.12 -2.93
H 1.10 -1.73 -2.44
H -0.51 -2.14 -2.49
H 0.20 -0.25 3.67
H 1.21 -0.63 2.32
H -1.78 1.13 3.12
H -1.07 -1.03 -0.33
H -1.68 0.70 -0.64
H 2.09 1.37 0.60
H 1.95 1.23 -1.26
*
```

The frontier orbital gap (alpha / beta) comes out at 7.5869 / 7.5865 eV.

Here are the Löwdin charges for atoms 1 to 8, given in e: -0.070 -0.091 -0.398 -0.205 -0.099 0.075 0.027 0.062



In eV, relative to the most stable structure: i 0.000; ii 3.290; iii 5.855.



i.
Computed, not measured: C6H12N as an isolated structure, with the ωB97M-V functional and the def2-TZVPD basis.

Geometry as ORCA input:
```
! wB97M-V def2-TZVPD RIJCOSX def2/J DEFGRID3
* xyz 1 1
C 1.46 -1.78 2.03
C -0.72 -0.32 -0.82
C -0.45 0.92 -0.96
C -1.12 -1.51 -0.48
C -0.87 1.73 -2.19
C 0.33 1.74 -0.01
N 0.18 -1.76 1.99
H 1.97 -1.84 1.04
H 2.15 -1.95 2.91
H -2.17 -1.50 -0.07
H -0.85 -2.37 -0.98
H -0.32 -1.79 2.85
H -0.59 2.75 -2.05
H -1.94 1.75 -2.35
H -0.66 1.24 -3.11
H 0.34 1.46 1.11
H -0.06 2.75 0.02
H 1.30 1.60 -0.23
H -0.44 -1.61 0.82
*
```

The frontier orbital gap comes out at 9.3803 eV.

Here are the Löwdin charges for atoms 1 to 8, given in e: 0.054 -0.014 -0.280 -0.046 0.002 -0.031 0.093 0.113



ii.
Computed, not measured: an isolated ion of composition C6H12N and charge +1, with the ωB97M-V functional and the def2-TZVPD basis.

Geometry as ORCA input:
```
! wB97M-V def2-TZVPD RIJCOSX def2/J DEFGRID3
* xyz 1 1
C 0.30 -1.95 0.43
C -0.24 -0.77 0.12
C 0.54 0.53 2.33
C 1.16 1.08 1.05
C -0.39 0.78 -1.98
C -0.93 -0.46 -1.28
N -0.17 0.30 1.03
H 0.68 -2.28 1.33
H 0.15 -2.76 -0.37
H 0.86 -0.42 2.79
H -0.01 1.19 2.96
H 1.15 2.13 0.94
H 1.95 0.49 0.63
H -1.02 1.62 -1.79
H -0.05 0.63 -2.96
H 0.52 0.97 -1.42
H -2.02 -0.52 -1.23
H -0.67 -1.26 -1.94
H -0.97 0.88 0.91
*
```

The frontier orbital gap comes out at 11.3931 eV. The structure (SMILES) is C=C(CC)[NH+]1CC1.

Here are the Löwdin charges for atoms 1 to 8, given in e: 0.129 -0.279 0.031 0.051 -0.063 -0.152 -0.014 0.048



In eV, relative to the most stable structure: i 1.412; ii 0.000.